DFT (the ωB97M-V functional and the def2-TZVPD basis) results for a molecular structure, C50H59BrFN5NaO2Sb.

The geometry in XYZ format:
```
120
Properties=species:S:1:pos:R:3:forces:R:3
Na 0.312 -0.231 0.217 0.50 0.08 0.03
C -0.167 -3.832 1.996 -0.01 -0.01 0.01
C 1.090 -4.025 2.843 0.00 0.00 -0.01
C 1.019 -3.172 4.110 0.02 -0.02 -0.02
C 2.338 -3.868 1.983 0.04 0.07 -0.02
C 2.981 -5.047 1.615 0.00 0.00 -0.01
C 4.085 -5.047 0.780 0.00 -0.02 -0.01
C 4.545 -3.834 0.296 0.00 0.00 -0.02
C 3.940 -2.625 0.629 -0.04 0.02 0.06
C 4.578 -1.381 0.012 0.00 -0.01 -0.03
C 5.619 -0.744 0.941 -0.01 0.00 0.00
C 3.638 -0.315 -0.550 0.00 -0.03 -0.01
C 2.818 -2.620 1.501 0.07 -0.04 0.09
N 2.186 -1.423 1.833 -0.07 0.01 -0.13
C 2.721 -0.713 2.832 -0.01 -0.04 0.04
C 3.730 -1.146 3.739 0.01 0.01 0.00
C 4.217 -0.341 4.758 -0.01 0.02 0.00
C 3.738 0.947 4.960 0.01 -0.02 0.00
C 2.741 1.412 4.095 -0.01 0.01 0.00
C 2.269 0.609 3.093 -0.01 -0.01 -0.03
F 1.310 1.111 2.269 0.01 -0.02 -0.03
H -1.067 -3.981 2.600 0.00 0.00 0.00
H -0.193 -4.535 1.160 0.00 0.00 0.00
H -0.200 -2.826 1.586 -0.02 0.06 -0.03
H 1.105 -5.071 3.174 0.00 0.01 -0.01
H 0.813 -2.132 3.873 0.00 0.04 -0.01
H 1.952 -3.209 4.676 0.00 0.01 0.00
H 0.214 -3.545 4.750 0.00 0.00 0.00
H 2.595 -5.988 1.995 0.00 0.00 0.00
H 4.571 -5.976 0.502 0.00 0.00 0.00
H 5.397 -3.818 -0.378 0.00 0.00 0.00
H 5.135 -1.770 -0.849 0.00 -0.01 0.00
H 5.141 -0.275 1.801 0.01 0.00 0.00
H 6.177 0.026 0.399 0.00 0.00 -0.01
H 6.329 -1.487 1.313 0.00 0.00 0.00
H 3.223 0.320 0.230 -0.03 0.00 0.04
H 2.812 -0.747 -1.113 -0.01 0.00 0.01
H 4.206 0.325 -1.234 0.00 0.01 0.02
H 4.136 -2.143 3.606 0.00 0.00 0.01
H 4.990 -0.735 5.410 0.00 0.00 0.00
H 4.117 1.574 5.756 0.00 0.00 0.00
H 2.326 2.409 4.190 0.00 0.00 0.00
C 0.631 -4.892 -2.036 0.00 -0.01 0.00
C 1.290 -3.791 -1.507 0.01 0.04 0.04
N 1.194 -2.569 -2.023 -0.06 -0.07 -0.02
C 0.431 -2.401 -3.101 0.04 -0.05 -0.03
C -0.266 -3.443 -3.716 0.07 0.02 -0.02
C -0.149 -4.714 -3.163 -0.01 -0.02 -0.01
C -1.035 -3.241 -4.964 -0.07 0.01 0.05
C -2.193 -2.609 -5.149 -0.01 0.01 -0.06
C -3.093 -1.937 -4.196 -0.03 0.04 -0.03
C -2.904 -1.817 -2.826 0.01 -0.01 0.05
C -3.877 -1.141 -2.107 0.05 -0.03 -0.03
N -4.963 -0.619 -2.676 -0.02 0.00 0.03
C -5.048 -0.788 -3.991 -0.01 0.00 -0.01
N -4.189 -1.414 -4.779 0.01 -0.02 0.02
H 0.737 -5.862 -1.567 0.00 0.00 0.00
H 1.918 -3.894 -0.630 0.00 0.00 0.01
H 0.370 -1.391 -3.494 0.00 0.02 0.01
H -0.676 -5.549 -3.613 0.00 0.00 0.00
H -0.595 -3.686 -5.853 0.03 -0.01 0.01
H -2.590 -2.572 -6.158 0.02 0.01 0.00
H -2.032 -2.188 -2.309 -0.03 -0.01 0.00
H -3.745 -1.012 -1.040 -0.04 0.01 0.02
H -5.923 -0.365 -4.476 0.00 0.00 0.00
C -0.276 1.514 -4.760 -0.02 0.00 0.00
C 1.047 1.599 -4.335 0.02 0.00 -0.01
C 1.388 1.270 -3.023 -0.01 0.01 -0.01
C 0.465 0.845 -2.047 -0.10 -0.04 0.01
C -0.856 0.784 -2.541 -0.01 0.01 -0.02
C -1.238 1.098 -3.845 0.03 0.00 0.02
H -0.551 1.765 -5.780 0.00 0.00 0.00
H 1.815 1.923 -5.035 0.00 0.00 0.00
H 2.444 1.348 -2.759 0.00 0.00 0.00
H -1.649 0.458 -1.869 0.04 -0.01 -0.04
H -2.279 1.018 -4.150 0.00 0.00 0.00
C -0.291 5.090 2.788 0.01 0.00 -0.02
C 0.084 5.345 1.329 -0.01 -0.01 -0.01
C -0.388 6.718 0.864 -0.01 -0.01 0.00
Sb -0.426 3.520 0.190 -0.03 0.03 0.00
C -2.595 3.475 0.514 0.01 0.00 0.00
C -3.360 4.790 0.613 0.01 -0.01 0.00
C -3.218 2.550 -0.529 -0.01 -0.01 0.01
C -0.309 4.315 -1.844 -0.01 0.01 0.02
C 1.106 4.852 -2.043 -0.01 0.00 -0.01
C -1.362 5.299 -2.336 0.01 0.00 0.01
H 0.102 5.877 3.444 0.00 0.00 0.00
H 0.098 4.132 3.142 0.00 0.00 0.00
H -1.376 5.068 2.924 -0.01 0.00 0.00
H 1.178 5.330 1.266 0.01 0.00 0.00
H -1.475 6.790 0.827 0.00 0.00 0.00
H -0.009 6.961 -0.130 -0.01 0.00 -0.01
H -0.032 7.499 1.551 0.00 0.00 0.00
H -2.654 2.961 1.479 0.00 0.00 0.00
H -3.267 5.391 -0.293 0.00 0.00 -0.01
H -3.026 5.400 1.453 0.01 0.01 0.01
H -4.430 4.589 0.761 0.00 0.00 0.00
H -3.115 2.943 -1.544 0.00 -0.02 0.02
H -4.289 2.413 -0.335 0.00 0.01 0.01
H -2.747 1.568 -0.509 -0.01 0.01 0.02
H -0.394 3.400 -2.434 0.00 -0.01 0.00
H 1.289 5.755 -1.450 0.01 -0.02 -0.01
H 1.275 5.106 -3.096 0.00 0.00 0.00
H 1.853 4.105 -1.766 0.01 -0.01 0.01
H -1.388 6.219 -1.748 0.01 0.01 0.01
H -2.362 4.864 -2.319 0.00 0.01 0.01
H -1.149 5.581 -3.376 0.00 0.00 0.00
Br -5.735 -4.451 2.449 0.00 0.00 0.00
C -4.920 -2.741 2.629 0.00 0.00 -0.01
C -5.433 -1.845 3.552 0.01 0.00 0.01
N -4.909 -0.637 3.736 0.00 0.00 0.00
C -3.851 -0.304 2.995 0.01 -0.01 0.01
C -3.280 -1.138 2.041 -0.02 0.03 0.01
C -3.833 -2.394 1.851 -0.01 -0.01 -0.01
C -2.076 -0.689 1.220 -0.10 -0.05 -0.06
O -1.747 -1.442 0.270 -0.06 -0.04 -0.04
O -1.526 0.376 1.556 -0.14 0.05 0.11
H -6.289 -2.115 4.160 0.00 0.00 0.00
H -3.416 0.675 3.154 0.00 0.00 0.00
H -3.401 -3.056 1.112 0.01 0.00 0.00
```
Forces are in eV/Å.

As for the net charge: -2. The calculation puts the total energy at -5441.42985 hartree. The energy above the lowest of the compared OMol25 structures with the same formula, charge and spin is 3.4 kcal/mol. The LUMO energy is 3.5826 eV.

DFT (the ωB97M-V functional and the def2-TZVPD basis) results for a molecular structure, C18H15FeN3O2.

The geometry in XYZ format:
```
39
Properties=species:S:1:pos:R:3:forces:R:3
Fe -0.414 -0.372 -0.766 0.03 -0.20 -0.32
O -0.051 0.777 -4.514 0.01 0.00 0.02
C -0.317 0.631 -3.350 0.06 0.06 -0.18
O 0.343 -0.099 -2.488 -0.04 -0.06 0.24
C -1.520 1.350 -2.759 0.00 -0.01 0.11
C -2.268 2.244 -3.500 0.03 -0.02 -0.03
C -3.333 2.882 -2.887 -0.02 0.01 0.02
C -3.614 2.605 -1.556 -0.02 0.02 -0.01
C -2.823 1.695 -0.885 0.03 -0.07 -0.03
N -1.796 1.074 -1.476 -0.06 0.09 0.11
H -1.992 2.416 -4.530 0.00 0.00 0.00
H -3.938 3.591 -3.437 0.00 0.00 0.00
H -4.433 3.086 -1.041 0.00 0.00 -0.01
H -3.011 1.447 0.153 0.00 0.00 0.00
C 0.696 0.882 1.928 0.01 0.01 -0.01
N -0.037 -0.219 1.291 -0.03 0.01 0.09
C -0.401 -1.237 1.991 -0.06 0.01 -0.10
C -1.003 -2.339 1.297 0.07 0.00 0.02
C -1.476 -3.593 1.762 -0.04 0.02 0.02
C -1.888 -4.267 0.652 0.07 0.01 -0.05
C -1.639 -3.384 -0.483 -0.08 -0.05 0.00
N -1.127 -2.246 -0.093 0.04 0.15 0.12
C 2.171 0.671 1.681 0.01 0.02 -0.03
C 3.007 0.268 2.713 0.01 -0.02 0.00
C 4.353 0.036 2.464 -0.01 0.00 0.01
C 4.860 0.195 1.184 0.00 0.00 -0.01
C 4.026 0.596 0.148 0.02 -0.01 0.00
C 2.685 0.837 0.398 -0.03 0.02 0.02
H 0.472 0.916 2.996 0.03 -0.01 0.01
H 0.363 1.812 1.466 -0.05 0.00 0.02
H -0.251 -1.281 3.068 0.01 -0.01 0.00
H -1.495 -3.927 2.786 0.00 0.01 0.00
H -2.309 -5.257 0.592 0.00 0.00 0.00
H -1.836 -3.594 -1.525 0.00 0.01 0.00
H 2.614 0.150 3.716 0.00 0.00 0.00
H 5.005 -0.265 3.273 0.00 0.00 0.00
H 5.909 0.013 0.992 0.00 0.00 0.00
H 4.421 0.730 -0.849 0.00 0.00 0.00
H 2.043 1.175 -0.412 0.02 0.00 0.00
```
Forces are in eV/Å.

As for the net charge: +1. The calculation puts the total energy at -2273.18080 hartree. Its spin multiplicity is 6. The LUMO energy (spin up / spin down) is -3.8328 / -6.4718 eV.

DFT (the ωB97M-V functional and the def2-TZVPD basis) results for 2 unconnected molecules or ions with the total composition C4H3O2.

The geometry in XYZ format:
```
9
Properties=species:S:1:pos:R:3:forces:R:3
C -0.298 0.099 -1.140 1.09 0.33 0.48
C 0.272 -0.296 0.005 -0.44 0.48 -0.41
C -0.637 0.941 2.507 -0.06 0.29 0.07
C 0.668 -1.005 -1.347 -0.12 -0.59 -1.44
O -0.233 0.222 3.328 0.06 -0.16 -0.22
O -1.127 1.792 1.883 0.09 -0.23 -0.09
H -0.530 1.020 -1.687 -0.55 -0.54 0.36
H 0.275 -2.040 -1.617 0.54 1.07 0.23
H 1.610 -0.733 -1.931 -0.62 -0.65 1.02
```
Forces are in eV/Å.

As for the net charge: -1. The calculation puts the total energy at -304.60925 hartree. The energy above the lowest of the compared OMol25 structures with the same formula, charge and spin is 46.0 kcal/mol. The LUMO energy is 3.7484 eV.

DFT (the ωB97M-V functional and the def2-TZVPD basis) results for 19 unconnected molecules or ions with the total composition C46H82Cl37I2N3O6P.

The geometry in XYZ format:
```
177
Properties=species:S:1:pos:R:3:forces:R:3
C 3.054 -4.404 4.121 -0.18 0.47 -0.39
C 2.841 -3.741 2.767 0.75 0.00 0.16
O 1.972 -2.630 2.867 -0.26 0.28 0.19
C 0.681 -2.806 2.376 0.10 -0.13 -0.15
C 0.487 -2.107 0.988 0.50 -0.66 0.61
O 1.767 -1.798 0.492 -0.29 0.08 -0.21
C 1.605 -0.949 -0.647 0.34 -0.79 0.78
C 2.791 -1.172 -1.561 -0.13 0.15 -0.55
C 2.427 -1.085 -3.051 0.51 -0.46 0.71
C 2.135 -2.469 -3.598 -0.14 0.66 0.29
N 1.239 -3.335 -2.885 -0.11 0.09 -0.22
O 2.681 -2.818 -4.595 0.29 -0.65 -0.92
C 1.342 0.461 -0.088 0.62 -0.24 -0.17
C 2.230 0.708 1.143 -0.08 0.23 0.05
C 3.724 0.530 0.959 0.15 -0.02 0.34
C 4.463 0.946 2.218 0.27 0.01 -0.64
Cl 4.068 -0.080 3.603 -0.14 -0.02 0.33
C 1.665 1.508 -1.144 -0.17 0.98 -0.03
C 1.696 3.009 -0.795 -0.03 0.24 -0.75
C 2.931 3.702 -1.386 0.09 0.47 1.15
C 3.550 4.693 -0.391 0.63 -0.37 -0.26
C 5.072 4.808 -0.570 0.00 0.69 -0.06
N 5.569 6.178 -0.561 0.16 -0.21 -0.20
N -0.140 0.422 0.374 0.15 0.10 -0.65
C -0.399 1.583 1.265 -0.40 0.83 0.42
O -1.786 1.743 1.429 0.04 -0.24 -0.32
C -2.139 3.049 1.721 -0.45 0.65 0.28
C -1.461 3.766 2.703 -0.37 0.45 -0.34
C -1.852 5.079 2.981 -0.34 -0.07 -0.40
C -2.928 5.667 2.311 0.20 -1.02 -0.09
C -3.622 4.921 1.351 0.65 0.10 0.50
C -3.219 3.623 1.047 0.20 0.07 0.09
P -1.463 0.715 -0.993 -2.06 -0.78 -0.10
O -1.225 2.291 -1.303 0.45 -0.15 -0.08
O -0.888 0.055 -2.370 0.84 0.00 0.67
C -0.397 -0.865 1.238 0.43 -0.04 0.21
C -1.824 -1.224 1.556 -0.33 0.48 0.23
I -2.409 -0.645 3.512 -0.01 -0.08 -0.06
C -2.734 -1.891 0.861 0.38 -0.36 -0.24
C -4.121 -2.212 1.299 0.01 0.49 -0.34
I -2.291 -2.653 -1.040 -0.15 -0.22 -0.21
H 3.344 -5.438 4.005 0.02 -0.33 0.09
H 3.838 -3.871 4.638 0.22 0.05 0.35
H 2.146 -4.306 4.702 -0.24 -0.30 0.21
H 2.539 -4.449 2.005 -0.45 -0.09 -0.18
H 3.797 -3.346 2.441 0.20 0.14 -0.25
H -0.020 -2.412 3.106 -0.18 0.18 0.13
H 0.439 -3.856 2.264 0.00 -0.35 -0.07
H 0.059 -2.874 0.358 -0.45 0.24 -0.44
H 0.736 -1.364 -1.151 -0.37 0.48 -0.47
H 3.139 -2.180 -1.380 0.23 -0.23 0.37
H 3.636 -0.525 -1.392 0.13 0.23 0.30
H 3.303 -0.737 -3.576 0.09 0.25 -0.44
H 1.621 -0.389 -3.203 -0.42 0.10 -0.21
H 1.607 -3.484 -1.951 -0.02 -0.18 0.14
H 0.369 -2.825 -2.764 -0.17 -0.03 0.14
H 2.094 1.728 1.482 -0.10 0.33 -0.03
H 1.933 0.093 1.979 -0.03 -0.37 0.14
H 4.138 1.159 0.175 -0.07 0.17 -0.31
H 3.989 -0.491 0.735 -0.03 -0.38 -0.06
H 4.262 1.988 2.430 -0.15 0.18 0.42
H 5.523 0.846 2.042 0.30 -0.02 0.07
H 2.680 1.304 -1.442 0.34 -0.45 0.03
H 1.113 1.393 -2.066 -0.38 -0.26 -0.05
H 0.834 3.496 -1.230 -0.39 0.01 0.08
H 1.665 3.249 0.258 0.07 -0.24 0.33
H 3.719 2.995 -1.602 0.04 -0.39 -0.36
H 2.679 4.264 -2.273 0.04 -0.15 -0.54
H 3.404 4.338 0.623 -0.41 0.08 0.34
H 3.101 5.671 -0.498 -0.22 0.28 0.12
H 5.568 4.263 0.224 0.16 -0.29 0.16
H 5.367 4.329 -1.499 0.00 -0.13 -0.30
H 4.837 6.863 -0.661 0.12 0.07 0.09
H 6.159 6.389 0.224 -0.04 0.13 0.17
H 0.088 1.437 2.222 0.10 -0.33 0.14
H -0.031 2.501 0.828 0.36 -0.09 -0.34
H -0.636 3.329 3.238 0.15 -0.11 0.17
H -1.314 5.645 3.721 0.11 0.07 0.17
H -3.246 6.667 2.529 0.03 0.30 0.12
H -4.454 5.390 0.847 0.19 -0.34 -0.04
H -3.754 3.076 0.286 0.09 -0.22 0.12
H -2.086 2.630 -1.581 -0.05 0.40 0.19
H -1.368 0.473 -3.099 0.14 0.05 -0.29
H -0.008 -0.548 2.191 0.22 0.43 0.16
H -4.617 -1.269 1.497 -0.22 0.19 0.30
H -4.121 -2.814 2.197 -0.05 -0.22 0.24
H -4.670 -2.681 0.502 -0.19 -0.41 -0.09
C 1.294 -7.168 1.035 0.02 0.01 0.11
Cl 0.163 -6.800 2.346 0.00 -0.03 -0.02
Cl 1.354 -5.869 -0.172 -0.02 -0.01 -0.12
H 2.288 -7.295 1.451 -0.16 0.17 0.00
H 0.969 -8.079 0.546 -0.06 0.27 0.01
C -4.043 -2.788 6.978 0.04 -0.09 0.04
Cl -3.863 -1.029 6.827 -0.02 -0.01 0.03
Cl -2.921 -3.675 5.938 -0.02 0.00 0.01
H -3.845 -3.053 8.010 0.07 0.03 -0.20
H -5.056 -3.053 6.698 -0.01 0.04 -0.07
C -5.087 0.226 -4.643 0.02 0.04 -0.18
Cl -4.635 0.867 -6.224 -0.01 -0.04 -0.05
Cl -4.553 1.308 -3.343 0.16 -0.16 -0.01
H -6.165 0.139 -4.588 -0.02 0.09 0.02
H -4.618 -0.739 -4.511 0.09 -0.03 0.05
C -0.674 -10.346 -1.555 -0.05 0.01 -0.08
Cl 0.366 -10.294 -0.122 0.04 -0.31 -0.04
Cl -1.945 -9.126 -1.466 -0.03 0.01 -0.03
H -0.070 -10.156 -2.432 0.05 0.06 0.02
H -1.128 -11.328 -1.609 -0.04 -0.01 0.07
C -2.855 -1.831 10.936 0.05 0.04 0.00
Cl -4.345 -2.603 10.371 -0.11 0.03 0.28
Cl -1.504 -2.144 9.841 0.01 0.01 0.00
H -3.021 -0.763 10.986 -0.02 0.02 -0.07
H -2.612 -2.229 11.912 0.01 -0.08 -0.01
C -6.300 6.771 -1.863 0.10 -0.08 -0.01
Cl -6.291 6.312 -0.149 -0.51 0.15 -0.17
Cl -5.183 8.103 -2.155 -0.13 0.05 -0.14
H -5.978 5.917 -2.446 0.02 -0.04 0.03
H -7.302 7.070 -2.144 -0.01 0.10 0.07
C 7.400 2.521 -3.135 0.06 0.06 0.04
Cl 5.712 2.084 -3.449 -0.06 -0.04 -0.09
Cl 8.000 1.782 -1.648 0.01 0.02 0.00
H 8.003 2.177 -3.966 -0.01 -0.09 0.00
H 7.461 3.598 -3.038 -0.05 0.02 0.07
C -2.060 8.129 -0.508 -0.04 -0.01 0.00
Cl -0.527 8.322 -1.367 0.01 -0.03 -0.02
Cl -2.044 8.930 1.069 -0.01 0.02 -0.01
H -2.856 8.559 -1.104 0.16 0.05 0.07
H -2.237 7.070 -0.352 0.03 -0.02 0.05
C 4.950 9.084 -3.265 0.08 0.00 -0.05
Cl 6.580 9.167 -2.602 -0.01 0.01 -0.01
Cl 3.749 8.621 -2.045 -0.18 0.13 -0.07
H 4.681 10.061 -3.646 -0.03 0.04 0.05
H 4.932 8.346 -4.057 0.01 -0.07 0.04
C -7.451 2.494 0.113 -0.06 0.01 0.08
Cl -8.772 1.923 -0.906 0.01 0.01 0.03
Cl -5.949 2.686 -0.811 -0.27 0.04 0.04
H -7.720 3.456 0.530 0.01 0.08 -0.06
H -7.276 1.771 0.899 0.03 -0.05 -0.03
C -4.457 -8.319 0.954 0.10 -0.07 0.04
Cl -5.511 -7.939 2.316 -0.16 0.09 -0.03
Cl -4.456 -7.034 -0.263 -0.01 0.05 -0.05
H -3.446 -8.438 1.324 0.02 0.05 0.03
H -4.800 -9.235 0.490 -0.07 0.02 -0.04
C 4.427 -9.334 0.099 -0.02 0.00 -0.06
Cl 5.685 -8.845 -1.031 0.00 -0.01 -0.05
Cl 4.463 -8.356 1.580 0.17 -0.13 0.06
H 3.462 -9.206 -0.377 -0.02 0.07 0.01
H 4.581 -10.371 0.372 0.06 0.00 0.06
C 0.976 0.431 -6.217 0.06 -0.11 -0.10
Cl 2.371 0.887 -7.185 -0.01 -0.01 0.02
Cl 0.820 1.452 -4.768 -0.16 0.20 -0.16
H 0.079 0.550 -6.812 -0.02 0.08 0.01
H 1.094 -0.599 -5.898 0.07 0.00 0.06
C 5.536 -4.887 -4.095 -0.02 0.08 -0.07
Cl 7.163 -4.810 -3.410 0.00 0.01 -0.02
Cl 4.339 -5.415 -2.906 -0.08 0.00 0.09
H 5.256 -3.901 -4.445 -0.02 0.03 0.04
H 5.536 -5.594 -4.915 0.02 -0.07 0.03
C -4.377 -10.284 4.972 -0.11 0.01 0.00
Cl -3.133 -9.844 3.797 0.22 -0.14 0.02
Cl -4.311 -9.269 6.415 -0.02 -0.01 0.00
H -5.346 -10.158 4.504 0.00 0.07 -0.03
H -4.223 -11.315 5.264 0.07 -0.01 0.03
C -5.303 4.037 -8.556 -0.06 -0.07 0.05
Cl -5.102 5.771 -8.287 0.02 -0.03 -0.03
Cl -3.764 3.233 -8.887 -0.01 -0.03 -0.01
H -5.728 3.602 -7.660 0.04 0.00 0.05
H -5.962 3.885 -9.402 0.04 0.05 -0.07
C 5.936 0.109 7.120 -0.02 0.00 -0.01
Cl 5.844 1.510 8.194 -0.03 0.00 0.01
Cl 7.587 -0.203 6.573 0.00 -0.03 -0.02
H 5.580 -0.761 7.656 0.04 -0.01 0.06
H 5.323 0.305 6.250 -0.01 0.04 -0.06
C -6.405 8.953 -7.024 -0.05 0.03 -0.05
Cl -6.126 7.965 -5.582 -0.02 0.01 0.00
Cl -5.665 10.549 -6.885 -0.01 -0.01 -0.01
H -5.975 8.446 -7.878 0.06 -0.02 0.00
H -7.473 9.076 -7.153 -0.03 0.02 0.05
```
Forces are in eV/Å.

As for the net charge: +1. The calculation puts the total energy at -20381.18622 hartree. The LUMO energy is -2.1510 eV.

Max |F| (eV Å⁻¹)
0.511, 0.372, 1.561, 2.202
Molar mass (g mol⁻¹)
1005.71, 361.18, 83.07, 2369.72